(1)
22
Properties=species:S:1:pos:R:3:forces:R:3:mulliken_charge:R:1 method="wB97M-V/def2-TZVPD" e_above_lowest_kcal_mol=56.5 homo_lumo_gap_ev="5.767 / 6.302" charge=-1 total_energy_ha=-747.3397
C 2.39351 -1.21350 1.84412 2.3 0.4 1.9 0.086
C 1.34023 -1.19010 1.31143 -1.5 -0.6 -0.4 -0.699
C 0.26536 1.47445 -1.17639 -2.3 -3.0 -1.4 0.563
C 0.47883 1.85128 0.15715 0.7 1.6 0.9 -0.498
C -0.81103 -2.43188 0.78858 -1.0 2.1 0.6 -1.743
C -0.63692 0.14438 1.50378 -1.8 -2.4 -0.3 -1.147
C 0.01953 -1.08575 0.80812 -1.4 -0.1 -2.3 0.970
N -0.55181 0.35869 -1.45136 1.5 2.5 2.4 -0.801
N 0.11221 1.34939 1.33625 0.8 0.8 -1.1 0.673
O 0.61608 1.89142 2.39412 -0.4 0.0 0.8 -0.754
Si 0.97810 2.56101 -2.43076 -2.0 -2.0 -0.8 -0.216
H 3.06215 -1.02065 2.65929 0.3 -0.3 -0.6 0.345
H 1.09520 2.77038 0.28122 -0.5 -0.9 0.2 0.259
H -0.89780 -2.95124 1.74668 -0.5 0.5 0.3 0.390
H -1.78357 -2.32216 0.22727 0.7 0.3 1.1 0.328
H -0.32951 -3.14445 0.22060 1.6 -1.4 -1.5 0.483
H -1.75505 0.18721 1.36519 1.1 0.5 -1.0 0.234
H -0.64741 -0.16252 2.51166 0.6 0.5 1.7 0.478
H 0.07621 -0.76195 -0.29940 -0.2 -0.5 1.1 0.140
H -0.66137 0.17465 -2.39816 0.0 0.0 -2.3 0.141
H 1.72487 3.67035 -2.21913 1.9 2.2 0.9 -0.133
H 1.32086 1.92223 -3.70246 0.0 -0.2 -0.3 -0.100

***

(2)
22
Properties=species:S:1:pos:R:3:forces:R:3:mulliken_charge:R:1 method="wB97M-V/def2-TZVPD" e_above_lowest_kcal_mol=62.5 homo_lumo_gap_ev=8.821 charge=0 total_energy_ha=-512.7582
C 0.79991 1.24378 0.03988 2.7 -0.1 0.0 0.108
C 1.89598 -0.62296 0.09359 -0.4 0.5 -0.5 0.669
C -0.27731 2.23660 0.05690 -0.2 1.7 -0.2 -0.099
C -1.52243 1.45895 0.31772 -0.8 -1.5 1.1 -0.934
C -2.01559 0.19735 -0.55620 0.8 4.8 -1.6 -0.639
C -1.08841 -0.87586 -0.44751 4.9 -1.7 -0.9 0.255
C 2.15500 -2.07465 0.05339 -2.1 -0.9 -0.6 -0.955
N 2.08425 1.49076 0.20481 -0.1 1.7 0.0 -0.573
N 2.78144 0.34453 0.22385 -0.4 -1.0 0.2 -0.637
N 0.64970 -0.09455 -0.03964 -3.2 -0.8 -0.9 -0.043
O -1.25546 -1.65390 0.61209 -0.7 -0.5 0.8 -0.422
H -0.11801 3.11368 0.84679 -0.2 -2.2 -1.3 0.261
H -0.43718 2.81274 -0.88267 0.6 -0.5 0.2 0.213
H -1.39724 0.94986 1.27037 0.1 0.2 0.5 0.387
H -2.28268 2.17527 0.48874 -1.4 0.3 -0.2 0.441
H -2.90983 -0.04237 -0.09716 -1.9 -0.8 0.9 0.401
H -2.24631 0.52839 -1.60441 0.5 -0.6 0.8 0.277
H -0.76138 -1.45082 -1.37087 -0.4 1.0 1.0 0.302
H 2.37568 -2.45059 -0.95267 0.4 0.2 0.2 0.219
H 2.89384 -2.32704 0.76434 1.0 -0.4 0.5 0.352
H 1.21593 -2.65920 0.33365 1.1 0.7 -0.1 0.107
H -0.53992 -2.29996 0.64501 -0.1 -0.1 0.1 0.309

***

(3)
22
Properties=species:S:1:pos:R:3:forces:R:3:mulliken_charge:R:1 method="wB97M-V/def2-TZVPD" e_above_lowest_kcal_mol=69.3 homo_lumo_gap_ev=9.868 charge=0 total_energy_ha=-512.7473
C 3.74584 -0.21140 0.29870 0.1 -0.4 1.2 -0.327
C 3.30219 0.99400 -0.19203 0.3 0.3 -0.6 -0.405
C 2.88413 -1.29970 0.46599 -0.3 -1.1 -0.8 -0.528
C 2.01075 1.12470 -0.62692 -0.8 0.0 0.0 -0.280
C 1.54026 -1.15471 0.03737 1.4 -0.2 1.1 -0.330
C 1.12253 0.07446 -0.40280 0.7 0.2 -0.7 0.407
C -0.29005 0.20610 -0.71465 -1.3 1.5 1.5 -0.030
N -0.82658 -0.60213 -1.53470 -0.6 0.3 -0.2 -0.675
N -3.44194 -0.98865 0.22320 -3.6 -2.7 0.0 -0.382
N -0.94327 1.18796 0.13226 -2.9 -3.8 -5.1 -0.345
O -3.97087 0.29184 0.43665 -1.6 0.8 -1.0 -0.412
H 4.76953 -0.15781 0.65141 0.0 -0.8 0.0 0.336
H 4.03110 1.79185 -0.26531 -0.2 0.1 -0.2 0.358
H 3.22668 -2.32234 0.79402 -0.2 1.4 -0.2 0.301
H 1.65419 1.97229 -1.20152 0.1 0.3 0.4 0.399
H 0.78899 -1.93340 0.08958 0.3 -0.2 0.1 0.420
H -1.84899 -0.52599 -1.66280 0.6 0.2 0.3 0.324
H -4.04414 -1.63390 0.83417 1.8 1.1 -1.0 0.256
H -2.48065 -1.09237 0.39795 1.3 0.7 0.8 0.185
H -0.62416 1.81322 0.74620 2.6 2.4 2.6 0.165
H -1.83238 1.50358 -0.26019 0.2 -0.4 0.4 0.208
H -4.78983 0.28836 -0.16856 2.0 0.2 1.2 0.353

***

(4)
24
Properties=species:S:1:pos:R:3:forces:R:3:mulliken_charge:R:1 method="wB97M-V/def2-TZVPD" e_above_lowest_kcal_mol=24.3 homo_lumo_gap_ev=10.049 charge=0 smiles="NCCOCn1ccc(=O)[nH]c1=O" total_energy_ha=-663.3204
C 1.62163 -0.11210 -1.28794 1.6 -2.1 0.2 -0.375
C 2.50462 0.15884 -0.09743 -0.3 -0.2 -0.3 -0.598
C 0.88150 0.74597 1.45960 -0.3 -2.1 0.3 -0.857
C -1.13151 -0.72130 1.35103 -0.6 0.8 -0.8 -0.114
C -2.37859 -0.97949 0.93343 -0.2 -0.8 -0.6 -0.626
C -3.00779 -0.22726 -0.16504 -2.5 -0.7 1.4 0.470
C -0.95430 1.24329 -0.10608 -2.1 -0.3 -0.2 0.396
H 0.90983 -1.68843 -2.28563 -0.1 -0.6 0.0 0.290
H 0.64888 -1.91770 -0.66460 1.2 0.7 -1.2 0.231
H 2.31147 0.07517 -2.08252 0.4 0.2 -1.0 0.482
H 0.85980 0.62246 -1.43688 -1.0 0.0 0.2 0.191
H 3.46874 -0.35491 -0.23684 -0.6 -0.3 0.6 0.382
H 2.74672 1.21087 -0.16292 0.1 0.6 0.6 0.339
H 0.77298 0.71595 2.52644 -0.1 0.2 0.6 0.407
H 1.21179 1.68514 1.12080 -0.4 1.5 -0.4 0.484
H -0.62438 -1.31029 2.07572 0.3 -0.3 0.6 0.491
H -2.92506 -1.81327 1.32480 -0.1 -0.2 0.2 0.402
H -2.76198 1.34498 -1.19676 0.4 1.1 -0.6 0.208
N 1.36833 -1.60329 -1.38392 -1.7 1.2 0.8 -0.662
N -0.40361 0.34700 0.87239 -0.1 2.8 -1.7 0.191
N -2.21968 0.80072 -0.56174 0.6 0.0 -0.2 -0.091
O 1.86024 -0.18292 1.14238 1.2 -0.1 -0.4 -0.382
O -4.19081 -0.34849 -0.57735 3.1 0.0 0.7 -0.668
O -0.56883 2.30904 -0.56093 1.0 -1.4 1.2 -0.590

***

(5)
22
Properties=species:S:1:pos:R:3:forces:R:3:mulliken_charge:R:1 method="wB97M-V/def2-TZVPD" e_above_lowest_kcal_mol=136.1 homo_lumo_gap_ev="7.310 / 7.397" charge=+1 total_energy_ha=-491.9354
C -0.24849 -0.62262 2.30750 -0.3 0.4 1.2 -0.384
C -0.32597 0.74710 2.44769 0.2 -0.4 -0.4 -0.528
C -0.09797 1.10995 -0.00724 -0.3 -1.9 0.4 -0.517
C -0.02414 -1.25710 1.14963 0.1 0.9 -2.1 0.373
C 0.64235 0.74431 -1.04836 -0.2 0.4 -0.3 0.458
C -0.27407 1.68167 1.29209 0.0 0.4 0.3 -0.221
C -0.38702 -1.50946 -1.22501 -0.2 0.3 -0.4 -0.783
N 0.20930 -1.92438 0.10128 0.1 -0.2 0.6 -0.021
N 0.40950 -0.43507 -1.75189 0.4 -0.1 -0.1 -0.095
N 1.55702 1.58093 -1.64307 0.2 -0.1 -0.2 -0.411
N -1.75128 -1.20404 -1.00491 -0.3 -0.2 0.3 -0.471
H -0.44135 -1.23078 3.18575 0.0 -0.1 0.1 0.413
H -0.39953 1.18294 3.42983 -0.1 0.0 0.2 0.424
H -1.14158 2.35053 1.35543 0.1 0.1 0.1 0.338
H 0.60634 2.31032 1.49140 0.1 0.3 0.1 0.350
H -0.29734 -2.37337 -1.88801 0.1 0.2 0.1 0.540
H 0.93979 -2.63250 0.05636 0.1 0.1 0.1 0.285
H 1.08290 -0.64809 -2.47298 -0.1 -0.1 0.1 0.230
H 1.85836 2.39650 -1.14093 0.0 0.0 0.0 0.224
H 2.20650 1.20538 -2.31255 0.1 0.0 0.1 0.193
H -2.27070 -1.11666 -1.86669 0.1 0.0 -0.1 0.305
H -1.85264 -0.35554 -0.45534 -0.1 -0.1 -0.2 0.299

***

(6)
23
Properties=species:S:1:pos:R:3:forces:R:3:mulliken_charge:R:1 method="wB97M-V/def2-TZVPD" e_above_lowest_kcal_mol=59.7 homo_lumo_gap_ev=9.547 charge=+1 smiles="Cn1nccc1[C@@H]1NC(=O)C[NH2+]1" total_energy_ha=-567.2850
C 0.85903 -1.53613 -1.00238 1.1 2.2 2.4 -0.282
C 2.17376 -1.95548 -0.61968 -2.6 -1.9 -2.7 -0.551
C 0.71091 -0.44560 -0.05936 -2.8 -1.4 -2.5 0.229
C -2.61262 -0.71569 0.50186 0.3 1.3 1.2 0.325
C -2.60619 -0.47372 -1.00532 2.1 -1.1 -0.5 -0.346
C -0.55712 0.42296 0.06079 1.1 -0.9 3.1 -0.264
C 2.15502 0.68047 1.61229 -1.0 -0.8 3.0 -0.910
N 2.68454 -1.32887 0.35487 1.1 1.9 2.3 -0.928
N 1.77253 -0.37314 0.73939 -0.7 -0.9 -2.6 0.703
N -1.53700 -0.01006 1.07333 0.2 -0.7 -0.4 -0.080
N -1.34992 0.33652 -1.22577 1.3 1.7 -0.4 -0.143
O -3.49286 -1.25437 1.08161 -0.4 -0.7 0.2 -0.484
H 0.24239 -1.98646 -1.78682 0.2 0.4 0.5 0.277
H 2.56877 -2.80738 -1.13481 1.0 -0.2 0.3 0.453
H -2.26597 -1.39510 -1.54832 -1.5 0.4 0.6 0.263
H -3.48926 0.00618 -1.41266 0.0 -0.1 0.1 0.384
H -0.27180 1.38783 0.52657 -0.1 0.3 -1.8 0.259
H 1.71247 1.69270 1.50706 0.5 -0.8 -0.7 0.302
H 1.85839 0.32121 2.64696 0.4 0.7 -0.8 0.349
H 3.20032 0.55917 1.57149 1.4 1.0 0.2 0.383
H -1.26805 0.04510 2.09967 -0.9 -0.5 -2.0 0.266
H -0.73357 -0.17848 -1.91926 -0.6 1.2 0.8 0.378
H -1.48482 1.33403 -1.50726 -0.2 -1.1 -0.3 0.415

***

(7)
24
Properties=species:S:1:pos:R:3:forces:R:3:mulliken_charge:R:1 method="wB97M-V/def2-TZVPD" e_above_lowest_kcal_mol=69.5 homo_lumo_gap_ev="6.845 / 6.842" charge=+1 total_energy_ha=-1288.3462
C -5.83243 0.60379 0.68819 -1.3 -0.5 -0.6 -0.465
C -5.42441 1.27670 -0.37072 1.3 0.1 -0.5 -0.285
C -3.97299 -0.58670 0.19783 0.8 -2.0 -0.1 0.096
C 0.72016 -0.26704 1.25049 0.3 1.0 1.6 0.094
C 0.00670 -1.11860 -0.70834 -0.1 0.0 -2.5 -0.285
C 3.19556 -0.28272 -1.30311 -0.5 -0.4 1.6 -1.051
C 1.97952 0.50496 -0.77465 -0.1 -2.2 0.2 -0.748
N -5.09623 -0.50930 0.91696 1.4 -1.1 2.2 -0.059
N -0.33119 -0.92860 1.59917 0.0 -0.2 1.1 -0.676
N 0.95175 -0.26289 -0.05711 1.3 1.0 -1.1 0.056
N -0.78894 -1.49631 0.44165 -3.1 -2.1 -0.1 0.376
S -3.98339 0.58467 -1.01844 -0.1 -0.1 0.8 -0.009
S -2.19593 -2.35327 0.40598 1.2 2.4 -0.2 0.109
H -6.79547 0.65929 1.09904 -0.9 0.5 1.0 0.371
H -5.81154 2.16648 -0.72974 -0.8 1.4 -0.8 0.431
H 1.31646 0.27919 2.04571 -0.7 -0.7 -1.4 0.376
H -0.65960 -0.54087 -1.54667 1.6 -1.4 1.8 0.207
H 0.56979 -2.02744 -1.15519 -1.2 1.3 0.4 0.300
H 3.72781 0.51206 -1.78480 1.4 0.1 0.2 0.342
H 3.61755 -0.85544 -0.44697 0.6 1.2 -0.3 0.317
H 3.16863 -1.09561 -2.01253 -1.3 0.0 -0.7 0.361
H 2.24581 1.31041 -0.14632 1.0 0.5 1.3 0.430
H 1.55143 1.07480 -1.53054 -1.3 0.5 -1.9 0.405
H -5.28130 -1.07348 1.80515 0.6 0.8 -1.9 0.305

***

(8)
23
Properties=species:S:1:pos:R:3:forces:R:3:mulliken_charge:R:1 method="wB97M-V/def2-TZVPD" e_above_lowest_kcal_mol=12.1 homo_lumo_gap_ev=9.585 charge=+2 smiles="[H]/N=C(N)/[N+](C=[NH2+])=c1/cccc[nH]1" total_energy_ha=-546.4729
C 2.66260 0.52910 0.90260 1.5 -0.4 -0.8 -0.183
C 3.20446 -0.50188 0.10635 0.7 -0.3 1.6 -0.536
C 1.27448 0.75022 0.90068 1.9 -2.1 -1.5 -0.345
C 2.30320 -1.31403 -0.63170 4.2 0.3 0.1 -0.185
C 0.51380 -0.00470 0.03540 -0.4 1.3 -0.2 0.055
C -1.47003 1.23864 -0.71430 -1.7 1.5 0.6 0.182
C -1.69718 -1.15269 0.17331 1.7 2.6 -2.2 0.243
N 1.06484 -0.99818 -0.71079 -3.1 0.1 -1.6 -0.025
N -1.49302 -1.88507 -0.78346 -1.6 -3.0 -1.8 -0.531
N -0.87424 0.25406 -0.13736 0.0 -3.9 2.1 -0.024
N -0.89454 2.31432 -1.16043 1.0 -1.5 0.2 -0.217
N -2.28817 -1.21960 1.30541 -2.3 1.5 4.5 -0.340
H 3.39728 1.18016 1.47286 -1.3 -0.9 -0.5 0.398
H 4.31799 -0.72408 0.29878 -2.0 0.1 -1.0 0.355
H 0.96299 1.37475 1.64687 -1.7 1.8 1.3 0.529
H 2.59863 -2.11253 -1.30090 0.4 -0.1 0.3 0.440
H -2.53744 1.28127 -0.61776 -0.6 -0.4 -0.4 0.422
H 0.50501 -1.53911 -1.46349 0.2 1.2 1.9 0.397
H -2.10219 -2.75704 -0.72834 1.4 1.0 -0.2 0.297
H -1.29137 2.97588 -1.78148 -0.7 0.7 -0.4 0.288
H 0.07803 2.13885 -1.19337 1.5 1.0 -0.5 0.236
H -3.11179 -1.78136 1.56299 0.8 -0.2 -0.8 0.291
H -2.22495 -0.44711 1.98073 0.2 -0.4 -0.6 0.255

***

(9)
25
Properties=species:S:1:pos:R:3:forces:R:3:mulliken_charge:R:1 method="wB97M-V/def2-TZVPD" e_above_lowest_kcal_mol=91.4 homo_lumo_gap_ev=9.184 charge=+1 total_energy_ha=-676.7210
C 3.04466 0.20292 0.11096 1.2 -3.2 -0.5 0.879
C 0.99545 0.65211 0.22748 -3.7 -1.8 -0.3 0.475
C -2.88995 1.40196 -0.21367 0.5 -0.3 -0.1 -0.820
C -2.96386 0.02162 -0.03737 -2.3 0.4 -1.6 0.765
C -1.54316 1.71843 0.05396 -1.2 -0.5 -0.5 0.472
C 4.33341 -0.55735 -0.13208 -0.9 -0.8 -0.1 -1.165
C -4.14201 -0.91292 -0.18907 0.9 -1.6 1.0 -1.096
N 2.89765 1.46021 0.19047 1.0 2.0 0.0 -0.647
N 1.57177 1.78392 0.24153 -1.4 -0.4 0.6 -0.190
N 1.82229 -0.44786 0.04775 -2.0 3.0 2.0 0.375
N -1.79521 -0.46844 0.31151 0.0 2.1 -0.8 -0.158
N -0.92604 0.55368 0.40206 6.0 1.9 0.1 0.021
N 1.42211 -1.78314 0.02573 0.6 0.1 0.3 -0.889
O -1.02203 2.92267 -0.09140 2.1 -0.8 1.2 -0.504
H -3.63674 2.09541 -0.60780 0.3 -0.4 0.4 0.367
H 4.56572 -0.37247 -1.15884 0.4 0.2 -0.8 0.332
H 5.17025 -0.24428 0.46312 0.1 0.3 0.4 0.343
H 4.25559 -1.67658 -0.07997 -0.3 1.1 0.4 0.294
H -4.21112 -1.62343 -1.07484 0.5 1.5 0.6 0.282
H -5.03755 -0.30046 -0.10261 -0.2 -0.5 0.2 0.317
H -3.96970 -1.66175 0.66715 -1.1 1.1 -0.9 0.311
H -0.04480 2.95319 0.23492 -1.7 -0.1 -0.8 0.472
H -1.65986 -1.40288 0.50090 1.2 -2.1 0.7 0.198
H 2.07288 -2.02901 -0.68654 0.0 -1.9 -0.9 0.279
H 1.69025 -2.28555 0.89664 -0.1 0.7 -0.6 0.286

***

(10)
26
Properties=species:S:1:pos:R:3:forces:R:3:mulliken_charge:R:1 method="wB97M-V/def2-TZVPD" homo_lumo_gap_ev="5.428 / 6.425" charge=+1 total_energy_ha=-1074.7965
C 0.23506 0.46850 -0.02133 1.3 0.9 -0.7 -0.922
C -0.93406 -0.21120 0.11520 0.3 -1.4 0.1 1.509
C 1.42717 0.62565 -0.29610 -0.9 0.9 1.5 0.428
C -1.10427 -1.61500 0.14575 -1.5 -2.7 -0.2 -0.538
C -2.45260 1.69109 0.08551 1.0 0.3 0.2 0.877
C -3.83597 2.18334 0.17385 -3.3 -0.3 0.5 -1.184
C 2.21288 -2.97722 -0.52148 -1.8 -2.4 1.7 -0.868
N 4.50183 2.02215 0.47905 -0.3 0.3 0.6 -0.507
N 3.40921 1.51990 0.77832 0.2 1.1 2.1 -0.128
N -0.04041 -2.47098 -0.12403 4.3 -0.7 0.0 0.031
N 1.20181 -1.99961 -0.22635 -2.7 -1.7 0.9 -0.191
N -2.13050 0.42618 0.28084 -2.6 0.4 0.9 -0.050
N 2.64944 1.08675 -0.29963 0.1 -0.1 1.6 -0.043
O -1.57031 2.63041 -0.25177 -2.2 -0.5 0.4 -0.369
S -2.59411 -2.47764 0.40731 1.2 1.3 -0.1 -0.433
H -0.65877 2.36606 -0.15740 1.2 -0.8 0.0 0.213
H -4.45315 2.03852 1.16000 1.8 -0.2 -1.4 0.332
H -4.52560 1.62486 -0.56887 1.3 1.0 0.9 0.308
H -3.89879 3.27492 0.01390 0.3 -0.7 -0.3 0.346
H 2.35187 -2.78832 -1.51013 1.4 0.4 -3.1 0.363
H 3.09434 -2.90914 0.07103 0.7 0.8 0.4 0.294
H 1.93923 -4.07991 -0.47083 -0.4 1.1 0.2 0.348
H 4.99515 2.46753 1.36091 -1.5 -1.6 -1.7 0.309
H -0.10260 -3.60382 -0.15578 -0.7 3.3 0.2 0.402
H -2.86180 -0.31959 0.62983 0.7 1.3 -0.9 0.112
H 3.14496 1.02656 -1.09779 2.1 0.0 -3.6 0.363

***

(11)
20
Properties=species:S:1:pos:R:3:forces:R:3:mulliken_charge:R:1 method="wB97M-V/def2-TZVPD" e_above_lowest_kcal_mol=145.9 homo_lumo_gap_ev="6.392 / 6.991" charge=0 total_energy_ha=-403.1015
C 0.67025 2.61162 0.40590 0.4 0.5 0.1 -0.879
C -1.72057 -2.03657 0.10329 -0.1 -0.9 0.5 -1.077
C 0.84135 0.30710 -1.90322 -0.5 0.5 0.3 -1.160
C -1.25681 -0.60878 0.24310 0.5 -0.6 0.0 0.650
C 0.80757 0.32309 -0.42667 2.0 2.1 1.0 0.356
C 0.26561 -0.38772 0.67032 -1.8 -1.8 -2.6 0.498
C 0.73976 -1.22194 1.63707 0.6 -0.4 2.3 -0.994
N 1.03197 1.20765 0.52589 -1.3 -0.5 -1.1 -0.241
O -2.00998 0.31653 0.05075 0.2 0.3 0.1 -0.551
H -0.25788 2.77232 -0.14464 0.1 -0.1 0.0 0.310
H 0.58455 3.01913 1.41257 -0.1 0.1 -0.1 0.314
H 1.49541 3.13043 -0.08868 0.0 0.1 -0.1 0.309
H -1.66567 -2.38759 -0.92942 0.1 0.3 -0.1 0.251
H -1.15990 -2.74763 0.70952 0.3 0.2 -0.1 0.345
H -2.75032 -2.17966 0.43131 -0.1 0.4 -0.1 0.330
H 0.22311 1.09568 -2.33397 -0.2 0.1 -0.1 0.330
H 0.48899 -0.65337 -2.27351 0.2 0.0 -0.1 0.323
H 1.86877 0.52336 -2.21594 -0.1 -0.3 0.0 0.368
H 1.13793 -0.78699 2.54055 0.9 -0.1 -0.3 0.209
H 0.66586 -2.29665 1.58580 -1.0 0.1 0.3 0.311

***

(12)
20
Properties=species:S:1:pos:R:3:forces:R:3:mulliken_charge:R:1 method="wB97M-V/def2-TZVPD" e_above_lowest_kcal_mol=51.7 homo_lumo_gap_ev=9.093 charge=0 smiles=Cc1ccccc1N.O total_energy_ha=-403.2516
C 1.74058 -0.60855 1.20916 -4.9 -1.0 1.4 -1.454
N -0.51152 -2.25199 0.29011 2.3 2.6 2.5 -0.554
C -0.43191 -0.90129 -0.25857 1.6 -2.2 1.2 0.802
C 0.77801 -0.13188 0.10996 -0.9 -2.4 0.2 0.859
C 1.07551 0.97550 -0.60899 0.9 0.2 -0.2 -0.848
C 0.12188 1.41113 -1.50410 -2.8 -3.2 0.0 -0.916
C -1.09087 0.70693 -1.84020 3.2 -1.3 2.6 -0.404
C -1.32520 -0.54962 -1.25345 -0.9 3.0 0.4 -0.646
H 2.45599 0.05014 1.65674 0.1 0.5 -0.1 0.423
H 0.96873 -1.03610 2.02175 1.7 1.6 -0.8 0.199
H 2.08421 -1.56608 1.01596 1.6 -1.7 -1.1 0.499
H -0.41047 -2.21965 1.33459 0.2 -0.2 -1.3 0.203
H -1.30647 -2.77827 0.14098 -2.2 -0.8 -1.0 0.245
H 2.13569 1.31707 -0.44562 -1.5 0.5 -0.5 0.287
H 0.18115 2.11477 -2.18404 1.4 4.3 -2.6 0.555
H -1.81336 0.99691 -2.53050 -0.7 1.2 -1.2 0.476
H -2.41062 -0.76215 -1.36534 1.1 -1.4 0.2 0.271
H -0.64854 2.33037 0.93117 0.1 0.7 -0.9 0.316
H -0.91559 1.01265 1.51568 -0.3 -1.1 -0.2 0.315
O -0.67722 1.89012 1.76470 0.0 0.6 1.3 -0.629